# 1
The following is a DFT calculation (ωB97M-V/def2-TZVPD) of one molecule with the formula C5H12N2.

Charge: 0
Frontier orbital gap, eV: 9.95

Bonds (Å) are listed after each position.
Cartesian coordinates (Å):
1 C -1.1803 0.8461 1.8344  C2 1.563, N7 1.479, H8 1.080, H9 1.105
2 C -0.1295 0.6216 0.7000  C1 1.563, C3 1.512, H10 1.094, H11 1.093
3 C -0.7794 -0.0123 -0.5085  C2 1.512, C4 1.344, H12 1.087
4 C -0.2037 -0.1654 -1.7129  C3 1.344, N5 1.419, H13 1.083
5 N 1.1572 0.1049 -2.0109  C4 1.419, C6 1.491, H14 1.009
6 C 2.0850 -0.9632 -1.5409  N5 1.491, H15 1.094, H16 1.093, H17 1.083
7 N -1.2742 -0.3073 2.7556  C1 1.479, H18 1.018, H19 1.015
8 H -0.8783 1.6710 2.4626  C1 1.080
9 H -2.2192 0.9469 1.4719  C1 1.105
10 H 0.1620 1.6690 0.5744  C2 1.094
11 H 0.7234 0.0343 1.0493  C2 1.093
12 H -1.8481 -0.1715 -0.3939  C3 1.087
13 H -0.8719 -0.5388 -2.4789  C4 1.083
14 H 1.3897 0.9790 -1.5626  N5 1.009
15 H 3.0043 -0.5997 -2.0090  C6 1.094
16 H 2.2450 -0.9987 -0.4606  C6 1.093
17 H 1.9018 -1.9757 -1.8775  C6 1.083
18 H -0.4074 -0.3038 3.2898  N7 1.018
19 H -1.2395 -1.1909 2.2567  N7 1.015



# 2
The following is a DFT calculation (ωB97M-V/def2-TZVPD) of a 2-piece molecular cluster, C5H12N2 overall.

Charge: 0
Frontier orbital gap, eV: 5.80

Bonds (Å) are listed after each position.
Cartesian coordinates (Å):
1 C -0.7065 1.1507 -0.8051  C2 1.523, N7 1.491, H8 1.125, H9 1.095
2 C -1.6448 0.0802 -0.2637  C1 1.523, C3 1.582, H10 1.097, H11 1.093
3 C -1.0243 -0.7540 0.9282  C2 1.582, C6 1.481, H12 1.091, H13 1.092
4 N 1.5429 -0.9659 -1.3571  C5 1.236
5 C 1.3847 -1.3526 -0.1936  N4 1.236, C6 1.514, H16 1.096
6 C 0.4385 -0.9845 0.9301  C3 1.481, C5 1.514, H17 1.084
7 N -0.3071 2.1165 0.2585  C1 1.491, H18 1.007, H19 1.012
8 H 0.1607 0.6167 -1.2842  C1 1.125
9 H -1.2830 1.6500 -1.5907  C1 1.095
10 H -2.5733 0.5522 0.0792  C2 1.097
11 H -2.0071 -0.6448 -0.9976  C2 1.093
12 H -1.6028 -1.6767 0.9971  C3 1.091
13 H -1.2483 -0.1669 1.8208  C3 1.092
14 H 3.4188 0.0293 0.9642  H15 0.736
15 H 2.8687 0.4750 0.7619  H14 0.736
16 H 2.0449 -2.1423 0.1838  C5 1.096
17 H 0.9245 -1.0239 1.8977  C6 1.084
18 H 0.0831 2.8971 -0.2445  N7 1.007
19 H 0.4070 1.5856 0.7406  N7 1.012



# 3
The following is a DFT calculation (ωB97M-V/def2-TZVPD) of one molecule with the formula C5H12N2.

Charge: 0
Frontier orbital gap, eV: 9.90

Bonds (Å) are listed after each position.
Cartesian coordinates (Å):
1 N -1.4402 0.3824 1.4707  C2 1.456, H8 1.006, H9 1.007
2 C -0.5086 0.1489 0.3760  N1 1.456, C3 1.581, C6 1.529, H10 1.084
3 C 0.7690 1.0406 0.6460  C2 1.581, C4 1.509, H11 1.118, H12 1.102
4 C 1.6559 1.4587 -0.5017  C3 1.509, C5 1.318, H13 1.094
5 C 1.2655 1.3103 -1.7514  C4 1.318, H14 1.078, H15 1.086
6 C -0.1987 -1.3273 0.1286  C2 1.529, N7 1.488, H16 1.084, H17 1.092
7 N -1.4513 -1.9943 -0.3180  C6 1.488, H18 1.016, H19 1.013
8 H -1.1724 0.0189 2.3699  N1 1.006
9 H -2.3872 0.1719 1.2002  N1 1.007
10 H -0.9677 0.4385 -0.5622  C2 1.084
11 H 1.3823 0.4191 1.3450  C3 1.118
12 H 0.3152 1.8336 1.2615  C3 1.102
13 H 2.6398 1.8736 -0.2631  C4 1.094
14 H 0.3184 0.8635 -2.0073  C5 1.078
15 H 1.8629 1.6972 -2.5720  C5 1.086
16 H 0.3472 -1.8099 0.9309  C6 1.084
17 H 0.4939 -1.3503 -0.7153  C6 1.092
18 H -1.5460 -2.8430 0.2322  N7 1.016
19 H -1.3781 -2.3325 -1.2700  N7 1.013



Highest occupied orbital energy values, unit eV, following the record order: -8.96 -7.68 -8.83.
ΔE to the lowest compared entry with this formula, charge and spin values, unit kcal/mol, following the record order: 44.9 149.4 33.2.
Calculated total energy values, unit Ha, following the record order: -307.15771 -306.99118 -307.17651.